Formula: C6H20AgN5O4
Source: OMol25
Level of theory: ωB97M-V with the def2-TZVPD basis set

Structure (XYZ):
```
36
Properties=species:S:1:pos:R:3:nbo_charge:R:1
Ag -0.047 0.144 0.777 0.87
O -1.123 1.879 -0.303 -0.56
O 1.393 -1.896 1.289 -0.67
O -1.828 0.026 2.218 -1.31
O 0.059 -0.817 -1.445 -0.71
N -1.637 -2.221 -1.224 -0.81
N -1.016 -1.770 -3.194 -0.83
N 0.824 -4.005 1.540 -0.82
N 2.697 -3.576 0.772 -0.81
N 0.880 2.155 1.896 -0.84
C -0.792 -1.555 -1.939 0.75
C 1.892 2.576 -0.113 -0.62
C -2.316 1.948 -1.049 -0.24
C 0.796 3.066 0.797 -0.07
C -0.657 3.087 0.152 -0.06
C 1.641 -3.065 1.203 0.74
H 3.490 -3.006 1.033 0.41
H 2.691 -4.568 0.587 0.38
H 2.196 3.318 -0.851 0.20
H -0.353 -1.224 -3.725 0.42
H -2.183 -2.933 -1.688 0.36
H -2.663 0.949 -1.314 0.20
H 1.798 2.402 2.238 0.36
H 0.223 2.410 2.620 0.38
H 2.818 2.277 0.380 0.21
H -2.097 2.336 -2.044 0.16
H -1.615 -2.539 -3.455 0.40
H 1.501 1.690 -0.614 0.22
H -0.743 3.913 -0.554 0.17
H -3.036 2.652 -0.633 0.18
H -0.048 -3.820 2.016 0.42
H -1.337 3.356 0.961 0.17
H 1.210 -4.936 1.481 0.37
H -2.242 0.050 1.334 0.39
H 1.129 4.063 1.084 0.17
H -1.507 -2.365 -0.233 0.42
```

Calculated values
M: 334.12 g mol⁻¹
Orbital gap: 6.698 eV

Formula: C4H7I2N
Source: OMol25
Level of theory: ωB97M-V with the def2-TZVPD basis set

Structure (XYZ):
```
14
Properties=species:S:1:pos:R:3:nbo_charge:R:1
I -2.156 1.691 -0.562 0.16
I 1.264 -0.666 2.276 -0.03
N 1.889 0.438 -1.837 -0.66
C -0.683 0.377 1.633 -0.53
C -0.790 -1.224 -0.556 -0.67
C 1.349 0.973 -0.929 0.21
C -0.904 0.179 0.158 -0.19
H -0.534 1.426 1.826 0.23
H -1.460 -0.100 2.331 0.24
H 0.168 -1.716 -0.411 0.23
H 1.738 1.613 -0.080 0.16
H -1.607 -1.797 0.003 0.21
H -0.971 -1.274 -1.547 0.22
H 2.697 0.079 -2.305 0.42
```

Calculated values
M: 322.91 g mol⁻¹
Orbital gap (alpha / beta): 7.488 / 6.902 eV

Formula: Br5HSi2
Source: OMol25
Level of theory: ωB97M-V with the def2-TZVPD basis set

Structure (XYZ):
```
8
Properties=species:S:1:pos:R:3:nbo_charge:R:1
Br -2.487 0.144 -1.891 -0.27
Br 2.062 -1.295 -1.740 -0.24
Br 1.261 -1.953 1.713 -0.23
Br -2.304 -0.445 1.695 -0.29
Br -1.181 2.666 -0.350 -0.31
Si -1.124 0.386 -0.115 0.71
Si 1.475 -0.415 0.171 0.71
H 2.297 0.913 0.517 -0.08
```

Calculated values
M: 456.70 g mol⁻¹
Orbital gap: 8.807 eV

What is the M in the third record? 456.70 g mol⁻¹

M of number 2 (C4H7I2N)? 322.91 g mol⁻¹

Number 3 is which compound? Br5HSi2

Look up the M of the first one. 334.12 g mol⁻¹